Formula: C25H39N5O3ReSSi
Source: OMol25
Level of theory: ωB97M-V/def2-TZVPD

Properties
HOMO energy (spin up / spin down)	-12.909 / -12.939	eV
total charge	+2
calculated total energy	-60980.48623	eV
relative energy (zero: lowest compared OMol25 entry of this formula, charge and spin)	80.0	kcal per mole
2S+1	2

Positions of all 75 atoms, in Å:
N1 1.75 -0.71 -0.67
C1 1.41 0.63 5.81
H1 0.56 2.23 -4.81
H2 3.23 -1.60 -1.83
H3 -1.24 1.17 3.76
H4 4.15 -0.36 0.60
C2 -3.90 -0.06 -0.04
H5 -2.60 -3.10 -2.38
H6 0.00 0.69 -5.47
H7 -2.27 4.27 -1.15
C3 -0.33 0.74 4.14
S1 -0.48 -0.85 1.85
H8 -3.09 -2.78 1.66
H9 -1.68 2.38 -4.23
H10 -1.32 4.04 0.78
H11 -4.04 0.54 -0.93
H12 -3.85 -3.58 0.27
H13 -3.55 0.58 0.76
C4 0.87 -1.89 -4.10
H14 3.15 -1.35 1.65
C5 2.43 -1.89 -1.13
N2 -1.01 1.45 -2.44
H15 1.41 -2.78 -4.44
H16 -2.10 -3.74 0.57
C6 -2.96 -3.07 0.63
H17 -4.87 -0.47 0.25
C7 0.24 1.20 5.32
H18 2.25 0.37 7.76
C8 2.07 -0.03 0.39
H19 2.71 -0.81 -3.81
H20 1.88 1.19 -3.48
H21 2.89 -2.46 -0.31
C9 1.39 -0.95 3.97
C10 -1.23 1.46 -3.87
O1 -1.19 -0.85 -0.36
H22 1.55 1.97 7.49
C11 -1.26 2.45 -1.64
Si1 -2.66 -1.48 -0.39
C12 0.28 3.02 1.78
H23 1.78 -1.82 3.49
H24 -3.06 3.29 -2.39
O2 -1.89 -0.93 2.18
C13 1.38 -2.79 -1.82
C14 2.11 1.16 7.03
C15 -2.10 3.63 -2.01
H25 3.10 1.53 6.76
H26 -2.58 -1.41 -2.93
C16 -0.61 3.22 0.73
C17 1.21 1.98 1.73
H27 1.88 -3.58 -2.38
H28 0.26 3.67 2.63
Re1 0.16 -0.07 -1.72
H29 -1.90 0.63 -4.12
N3 0.33 1.35 -0.38
H30 1.91 1.85 2.53
C18 1.96 -0.46 5.14
C19 0.15 1.25 -4.55
H31 -1.62 4.22 -2.79
N4 0.45 -2.03 -2.69
C20 -2.99 -2.10 -2.20
C21 1.75 -0.65 -4.29
H32 2.86 -0.92 5.52
H33 -0.43 -2.55 -2.68
H34 0.78 -3.23 -1.02
C22 1.20 1.12 0.63
C23 -0.56 2.37 -0.37
H35 -0.22 2.02 5.85
H36 -0.04 -1.79 -4.70
C24 3.26 -0.35 1.23
C25 0.26 -0.32 3.49
N5 1.12 0.54 -3.67
H37 3.41 0.35 2.03
H38 1.93 -0.50 -5.36
O3 0.21 -2.09 1.51
H39 -4.06 -2.15 -2.34


Formula: C25H40BMnO4
Source: OMol25
Level of theory: ωB97M-V/def2-TZVPD

Properties
HOMO energy (spin up / spin down)	-5.358 / -7.704	eV
calculated total energy	-66756.85044	eV
2S+1	5

Positions of all 71 atoms, in Å:
C1 -0.69 0.09 -3.40
C2 -1.33 -2.11 -7.33
H1 1.87 3.83 5.11
H2 -2.73 -2.67 1.27
C3 -2.25 -1.39 3.08
H3 0.62 0.35 7.42
H4 -2.26 -0.39 -0.16
H5 -0.70 -3.93 2.57
C4 -0.10 -1.23 -7.18
H6 1.81 -1.14 0.28
H7 0.61 0.33 -8.58
H8 -1.84 1.62 1.60
O1 0.73 -0.11 -1.50
C5 0.73 -2.34 3.25
C6 -1.95 0.56 1.84
H9 -0.49 1.58 -1.17
H10 -2.37 -2.06 3.93
H11 -0.97 3.63 3.89
C7 -0.03 -3.12 2.31
H12 -0.98 1.28 -6.17
H13 0.85 2.11 7.34
H14 2.36 -0.80 2.90
H15 -1.21 0.27 -8.40
C8 -0.18 -0.87 -2.33
C9 -2.03 0.04 3.19
H16 -1.58 2.26 4.86
C10 0.16 1.37 -3.22
H17 2.85 0.68 4.53
H18 -1.26 -3.01 -6.72
C11 0.43 1.30 -1.72
C12 0.33 -2.69 0.98
C13 0.91 1.08 5.45
H19 -0.36 2.27 -3.57
H20 -2.30 0.60 4.08
H21 0.82 1.29 -6.32
H22 -0.59 3.54 5.64
H23 2.53 -0.17 6.06
H24 1.03 -2.28 -8.63
Mn1 -0.51 -1.11 2.07
B1 0.01 0.24 3.53
H25 -1.78 0.26 -3.33
C14 -2.17 -0.50 0.92
H26 0.01 -3.14 0.04
O2 0.20 -0.05 4.88
H27 2.57 2.81 3.82
H28 2.00 -1.23 -7.54
C15 1.57 -1.43 2.50
C16 1.16 -1.93 -7.60
H29 -0.46 -0.41 -4.35
C17 1.65 3.27 4.19
C18 -0.24 0.13 -7.92
H30 2.91 1.56 6.07
H31 1.29 4.00 3.44
C19 -0.10 0.72 -6.52
C20 0.58 2.24 4.40
H32 -1.38 -2.42 -8.38
H33 1.38 -2.79 -6.97
C21 0.37 1.25 6.85
H34 1.29 1.91 -1.41
H35 -2.24 -1.58 -7.07
H36 0.72 -2.48 4.33
C22 1.30 -1.63 1.10
C23 -2.42 -1.71 1.68
C24 -0.73 2.95 4.72
O3 0.03 -0.61 -5.86
O4 0.42 1.52 3.16
H37 1.11 1.26 -3.78
H38 -0.71 1.37 6.87
C25 2.39 0.77 5.52
H39 0.39 -1.68 -2.82
H40 -1.03 -1.31 -1.76


Formula: C25H40Cl4N3O3PdSi
Source: OMol25
Level of theory: ωB97M-V/def2-TZVPD

Properties
HOMO energy (spin up / spin down)	-3.582 / -3.478	eV
total charge	-1
calculated total energy	-98635.55473	eV
relative energy (zero: lowest compared OMol25 entry of this formula, charge and spin)	59.7	kcal per mole
2S+1	3

Positions of all 77 atoms, in Å:
C1 -0.03 -2.36 1.15
C2 2.26 -2.98 1.59
H1 -0.22 -4.68 -0.02
N1 1.58 -0.86 -2.53
N2 2.69 0.25 3.30
C3 1.27 -2.56 0.70
C4 -0.31 -2.44 2.52
H2 1.47 -2.41 -0.36
H3 1.53 0.15 5.03
N3 0.49 3.54 0.69
C5 1.29 4.15 -0.19
H4 3.23 -1.96 -1.87
C6 -3.23 -3.14 -0.97
C7 1.64 0.65 2.57
H5 -3.21 -2.25 -1.61
O1 -0.95 -1.51 -0.97
H6 2.67 -1.22 4.83
H7 2.72 -2.27 -3.55
H8 0.68 0.64 3.11
C8 2.37 -2.07 -2.54
H9 -4.95 2.84 -3.47
H10 -0.78 2.28 -3.76
H11 2.56 5.83 -0.61
H12 4.14 -0.96 2.34
H13 -0.74 -6.25 -1.71
C9 -4.43 1.99 -3.01
H14 3.29 0.39 5.32
H15 -0.32 -1.43 -3.24
C10 -1.59 -5.62 -1.46
H16 -3.59 -4.00 -1.55
H17 -1.99 -1.64 0.79
Cl1 -1.90 0.83 -1.21
C11 0.85 5.25 2.29
H18 3.27 -3.20 1.21
C12 0.67 -2.87 3.41
C13 -1.85 -3.38 -0.41
H19 -2.36 -6.25 -1.00
H20 1.77 -2.94 -2.23
Cl2 0.43 5.95 3.80
C14 2.54 -0.13 4.71
C15 1.93 5.35 0.14
Cl3 -1.51 1.02 2.13
C16 -1.86 2.33 -3.93
C17 0.53 -0.80 -3.54
H21 4.78 0.31 3.42
C18 1.71 5.90 1.40
H22 -3.94 -2.95 -0.15
C19 1.96 -3.16 2.94
H23 4.09 0.76 1.82
C20 -1.21 -2.12 0.19
H24 -1.32 -2.22 2.86
C21 0.24 4.05 1.90
O2 1.06 1.13 -1.52
Cl4 -1.59 4.34 -2.05
H25 1.41 3.66 -1.15
H26 0.43 -2.99 4.47
H27 2.73 -3.53 3.63
C22 -3.67 3.26 -0.64
C23 -1.16 -4.52 -0.55
H28 2.35 -0.26 -0.71
H29 0.95 -1.20 -4.47
C24 1.66 0.02 -1.52
O3 1.73 1.02 1.38
H30 -4.05 4.28 -0.83
H31 2.15 6.85 1.69
Pd1 -0.25 1.65 0.24
C25 4.00 0.08 2.68
H32 -0.43 3.51 2.55
H33 0.20 0.23 -3.69
H34 -4.26 1.24 -3.79
H35 -5.10 1.54 -2.27
H36 -2.18 1.43 -4.45
H37 -3.00 3.30 0.23
H38 -2.05 3.20 -4.58
H39 -4.54 2.64 -0.36
Si1 -2.77 2.53 -2.21
H40 -2.01 -5.22 -2.40


Formula: C25H40F2O11S2
Source: OMol25
Level of theory: ωB97M-V/def2-TZVPD

Properties
HOMO energy	-8.648	eV
calculated total energy	-76197.02997	eV
relative energy (zero: lowest compared OMol25 entry of this formula, charge and spin)	20.7	kcal per mole

Positions of all 80 atoms, in Å:
C1 -30.77 6.70 -15.26
H1 -36.18 14.97 -3.47
O1 -23.19 9.22 -3.76
H2 -27.41 19.48 -12.33
H3 -24.94 14.79 -15.59
H4 -26.42 14.25 -14.73
C2 -22.44 9.35 -2.52
H5 -30.13 8.52 -14.27
H6 -32.33 22.58 -10.05
C3 -29.69 13.40 -9.75
H7 -25.31 21.20 -13.13
O2 -27.36 22.81 -10.58
H8 -33.08 23.00 -8.46
O3 -23.30 8.61 -5.83
H9 -24.27 13.49 -10.56
O4 -35.93 22.42 -9.81
H10 -34.51 21.00 -7.50
O5 -25.18 15.55 -13.56
O6 -32.92 13.26 -2.00
H11 -22.00 9.06 -7.26
H12 -28.30 11.28 -7.52
H13 -29.52 12.65 -5.97
H14 -31.57 4.88 -16.08
O7 -33.93 13.95 -0.20
H15 -34.59 14.57 -4.04
H16 -33.18 6.09 -12.31
C4 -33.22 22.93 -9.54
C5 -25.70 15.06 -14.86
C6 -30.23 14.26 -8.81
H17 -26.08 22.76 -13.07
C7 -23.80 14.48 -10.53
C8 -25.57 22.02 -12.45
O8 -21.66 7.70 -4.70
C9 -22.64 8.43 -4.74
C10 -31.59 5.59 -15.26
O9 -24.22 13.57 -13.05
H18 -21.77 8.52 -2.27
S1 -26.71 21.52 -11.04
C11 -35.38 14.22 -3.38
O10 -35.02 14.15 -1.99
H19 -35.76 13.22 -3.59
C12 -28.98 12.28 -9.32
H20 -34.91 19.63 -8.60
O11 -24.41 15.24 -11.54
H21 -24.65 22.47 -12.07
C13 -32.79 13.57 0.62
C14 -34.30 20.52 -8.46
H22 -32.14 12.78 0.24
H23 -30.58 14.63 -6.69
C15 -30.75 7.63 -14.21
H24 -23.13 9.57 -1.71
C16 -22.77 8.31 -7.08
H25 -23.56 8.43 -7.82
C17 -31.68 7.43 -13.17
H26 -26.35 15.82 -15.29
H27 -22.72 14.38 -10.63
H28 -28.41 11.72 -10.04
C18 -32.45 5.35 -14.22
C19 -24.55 14.68 -12.74
C20 -27.89 20.41 -12.00
H29 -28.36 20.85 -12.88
H30 -33.13 13.11 1.55
H31 -23.99 14.86 -9.52
C21 -32.53 6.30 -13.15
C22 -30.16 13.97 -7.43
F1 -33.16 4.20 -14.14
H32 -21.82 10.24 -2.64
C23 -29.53 12.82 -7.04
H33 -22.47 7.27 -7.23
S2 -34.58 21.68 -9.85
C24 -28.95 12.02 -7.95
H34 -28.73 20.24 -11.32
H35 -32.27 14.50 0.83
H36 -30.01 6.84 -16.02
F2 -30.99 15.25 -9.31
H37 -31.76 8.14 -12.35
H38 -29.80 13.55 -10.81
H39 -33.24 20.29 -8.55
H40 -33.51 23.90 -9.96
C25 -33.87 13.72 -1.49


Which value of calculated total energy does entry 4 give? -76197.02997 eV


Please write out number 1 again, unchanged.
Formula: C25H39N5O3ReSSi
Source: OMol25
Level of theory: ωB97M-V/def2-TZVPD

Properties
HOMO energy (spin up / spin down)	-12.909 / -12.939	eV
total charge	+2
calculated total energy	-60980.48623	eV
relative energy (zero: lowest compared OMol25 entry of this formula, charge and spin)	80.0	kcal per mole
2S+1	2

Positions of all 75 atoms, in Å:
N1 1.75 -0.71 -0.67
C1 1.41 0.63 5.81
H1 0.56 2.23 -4.81
H2 3.23 -1.60 -1.83
H3 -1.24 1.17 3.76
H4 4.15 -0.36 0.60
C2 -3.90 -0.06 -0.04
H5 -2.60 -3.10 -2.38
H6 0.00 0.69 -5.47
H7 -2.27 4.27 -1.15
C3 -0.33 0.74 4.14
S1 -0.48 -0.85 1.85
H8 -3.09 -2.78 1.66
H9 -1.68 2.38 -4.23
H10 -1.32 4.04 0.78
H11 -4.04 0.54 -0.93
H12 -3.85 -3.58 0.27
H13 -3.55 0.58 0.76
C4 0.87 -1.89 -4.10
H14 3.15 -1.35 1.65
C5 2.43 -1.89 -1.13
N2 -1.01 1.45 -2.44
H15 1.41 -2.78 -4.44
H16 -2.10 -3.74 0.57
C6 -2.96 -3.07 0.63
H17 -4.87 -0.47 0.25
C7 0.24 1.20 5.32
H18 2.25 0.37 7.76
C8 2.07 -0.03 0.39
H19 2.71 -0.81 -3.81
H20 1.88 1.19 -3.48
H21 2.89 -2.46 -0.31
C9 1.39 -0.95 3.97
C10 -1.23 1.46 -3.87
O1 -1.19 -0.85 -0.36
H22 1.55 1.97 7.49
C11 -1.26 2.45 -1.64
Si1 -2.66 -1.48 -0.39
C12 0.28 3.02 1.78
H23 1.78 -1.82 3.49
H24 -3.06 3.29 -2.39
O2 -1.89 -0.93 2.18
C13 1.38 -2.79 -1.82
C14 2.11 1.16 7.03
C15 -2.10 3.63 -2.01
H25 3.10 1.53 6.76
H26 -2.58 -1.41 -2.93
C16 -0.61 3.22 0.73
C17 1.21 1.98 1.73
H27 1.88 -3.58 -2.38
H28 0.26 3.67 2.63
Re1 0.16 -0.07 -1.72
H29 -1.90 0.63 -4.12
N3 0.33 1.35 -0.38
H30 1.91 1.85 2.53
C18 1.96 -0.46 5.14
C19 0.15 1.25 -4.55
H31 -1.62 4.22 -2.79
N4 0.45 -2.03 -2.69
C20 -2.99 -2.10 -2.20
C21 1.75 -0.65 -4.29
H32 2.86 -0.92 5.52
H33 -0.43 -2.55 -2.68
H34 0.78 -3.23 -1.02
C22 1.20 1.12 0.63
C23 -0.56 2.37 -0.37
H35 -0.22 2.02 5.85
H36 -0.04 -1.79 -4.70
C24 3.26 -0.35 1.23
C25 0.26 -0.32 3.49
N5 1.12 0.54 -3.67
H37 3.41 0.35 2.03
H38 1.93 -0.50 -5.36
O3 0.21 -2.09 1.51
H39 -4.06 -2.15 -2.34